C8H13FN3O | the ωB97M-V functional and the def2-TZVPD basis

Element x y z (Å)
C -3.576 0.207 1.111
C -2.196 0.743 1.189
C -1.333 0.342 0.237
C -0.653 -0.876 -1.665
C 0.532 -0.012 -1.131
C -2.739 -1.524 -0.216
C 0.792 0.516 1.316
C 2.343 0.649 1.166
N -3.874 -0.753 0.374
N -1.515 -0.804 -0.454
N 0.044 0.773 0.054
O 2.616 2.002 1.021
F -1.833 1.830 1.924
H -4.408 0.888 1.553
H -1.004 -0.556 -2.607
H -0.212 -1.932 -1.655
H 1.360 -0.664 -0.593
H 1.011 0.605 -1.877
H -2.616 -2.236 0.545
H -2.913 -1.977 -1.241
H 0.475 1.286 2.104
H 0.584 -0.409 1.831
H 2.845 0.301 2.143
H 2.760 0.097 0.289
H 0.115 1.753 -0.281
H 3.526 2.284 0.981

Properties
Energy relative to the best compared isomer or geometry (same formula, charge and spin)   14.45 kcal/mol
HOMO level   -12.1 eV
Frontier orbital gap   8.8 eV
Total charge   +1
DFT total energy   -651.64980 Ha
SMILES   OCC[N@H+]1CCN2CN=CC(F)=C21

---

C8H13FNO | the ωB97M-V functional and the def2-TZVPD basis

Element x y z (Å)
C 3.119 0.085 -0.173
C -1.206 -1.505 -0.223
C -1.837 -0.168 -0.797
C -0.831 1.176 1.182
C 0.317 -1.535 -0.420
C 0.409 0.242 1.444
C -1.016 1.119 -0.384
C 0.820 -0.203 0.104
N 0.420 0.945 -0.710
O 3.580 0.641 -1.079
F 3.696 -0.439 0.905
H -1.480 -1.669 0.820
H -1.599 -2.431 -0.668
H -1.737 -0.285 -1.941
H -2.810 0.183 -0.497
H -1.654 0.797 1.543
H -0.768 2.216 1.570
H 0.850 -2.316 0.136
H 0.571 -1.600 -1.442
H 0.969 0.851 2.061
H 0.195 -0.644 1.905
H -1.450 1.883 -0.961
H 0.544 0.839 -1.816
H 0.898 1.818 -0.559

Properties
Energy relative to the best compared isomer or geometry (same formula, charge and spin)   6.98 kcal/mol
HOMO level   -13.4 eV
Frontier orbital gap   9.2 eV
Total charge   +1
DFT total energy   -542.12390 Ha

---

C8H13IO | the ωB97M-V functional and the def2-TZVPD basis

Element x y z (Å)
C -1.739 -0.952 -2.358
C -2.226 -1.162 -1.141
C 0.689 -0.632 0.708
C 1.361 -1.451 -0.390
C 0.808 1.525 -0.678
C 1.496 0.241 1.611
C -0.924 1.302 1.378
C 0.425 0.849 0.683
O -1.301 -0.639 -3.381
I -4.274 -0.824 -0.829
H -0.066 -1.281 1.275
H 2.191 -0.904 -0.745
H 1.980 -2.316 0.059
H 0.736 -1.827 -1.222
H 0.741 2.562 -0.630
H 0.076 1.233 -1.433
H 1.792 1.340 -1.064
H 1.356 0.305 2.624
H -1.865 -1.877 -0.462
H 2.480 0.294 1.337
H -0.945 2.414 1.856
H -1.576 1.147 0.511
H -1.214 0.654 2.289

Properties
Energy relative to the best compared isomer or geometry (same formula, charge and spin)   47.52 kcal/mol
HOMO level   -8.9 eV
Frontier orbital gap   8.4 eV
Total charge   0
DFT total energy   -685.44296 Ha
SMILES   C[C@H]1CC1(C)C.O=C=CI

---

C8H13N | the ωB97M-V functional and the def2-TZVPD basis

Element x y z (Å)
C -1.455 1.490 -0.412
C -1.326 0.140 0.229
C -0.833 -0.982 -0.729
C -0.590 -1.801 0.572
C -0.124 -0.407 1.088
C 1.141 -0.104 0.236
C 1.890 1.207 0.410
C 0.536 -0.461 -1.101
H -1.804 2.204 0.286
H -0.536 1.887 -0.810
H -2.178 1.404 -1.282
H -2.296 -0.148 0.756
H -1.436 -1.382 -1.522
H 0.074 -2.667 0.604
H -1.518 -2.090 1.068
H -0.011 -0.169 2.162
H 2.255 1.345 1.471
H 2.693 1.359 -0.270
H 1.311 2.112 0.282
H 1.762 -2.050 -0.404
H 0.663 0.175 -1.991
N 1.784 -1.064 -0.643

Properties
Energy relative to the best compared isomer or geometry (same formula, charge and spin)   56.64 kcal/mol
HOMO level   -9.2 eV
Frontier orbital gap   10.3 eV
Total charge   0
DFT total energy   -367.28687 Ha